Cl2H2S | the ωB97M-V functional and the def2-TZVPD basis

Each line ends with the Mulliken charge.
Atoms and positions in Å:
S  2.20  1.58  0.02  -0.34
H  1.10  2.65  -0.76  0.31
Cl  -0.17  -0.39  0.69  0.00
H  3.25  1.18  0.35  0.10
Cl  -2.16  -1.32  -0.69  -0.08

Output
orbital gap = 6.13 eV
total energy = -1319.5190 a.u.
charge = 0
relative energy (zero: lowest compared OMol25 entry of this formula, charge and spin) = 126.0 kcal per mole
largest force on an atom = 11.942 eV Å⁻¹